8
Properties=species:S:1:pos:R:3:mulliken_charge:R:1 method="wB97M-V/def2-TZVPD" de_lowest_kj_mol=608.3 orbital_gap_ev=10.448 lumo_ha=0.0078 largest_force_ha_per_bohr=0.0710 e_homo_ev=-10.23 total_energy_ev=-18975.0242
S 0.82 1.87 -1.22 -0.1680
O -1.70 -1.27 1.13 -0.5362
O 0.31 -1.78 1.48 -0.5315
N -0.14 0.01 0.32 -0.3663
N -0.53 -1.14 0.97 0.9153
C 0.37 0.28 -0.79 0.2575
H 0.57 -0.40 -1.77 0.2472
H 0.30 2.43 -0.10 0.1820



8
Properties=species:S:1:pos:R:3:mulliken_charge:R:1 method="wB97M-V/def2-TZVPD" de_lowest_kj_mol=616.0 orbital_gap_ev="9.185 / 9.186" lumo_ha="-0.0641 / -0.0641" largest_force_ha_per_bohr=0.0911 e_homo_ev="-10.93 / -10.93" total_energy_ev=-18974.9434
S -0.48 -1.16 0.72 0.7522
O 0.26 -2.36 0.89 -0.3346
O -0.17 -0.73 -0.86 -0.1580
N 1.28 1.64 1.99 -0.3322
N -0.79 0.47 -1.23 -0.4546
C 0.75 0.71 1.62 -0.0653
H -0.09 1.15 -0.91 0.3000
H -0.77 0.27 -2.21 0.2924



8
Properties=species:S:1:pos:R:3:mulliken_charge:R:1 method="wB97M-V/def2-TZVPD" de_lowest_kj_mol=115.5 orbital_gap_ev=10.517 lumo_ha=0.0156 largest_force_ha_per_bohr=0.1080 e_homo_ev=-10.09 total_energy_ev=-10188.8993
O 0.12 1.23 0.30 -0.4939
O 0.76 2.38 -1.21 -0.3466
O 1.94 4.28 -0.68 -0.3655
N -0.12 -1.03 0.04 -0.5196
N -0.52 0.12 0.26 0.4577
C 1.37 3.33 -0.95 0.7245
H -1.54 0.10 0.00 0.2849
H 0.84 -0.93 -0.02 0.2586



8
Properties=species:S:1:pos:R:3:mulliken_charge:R:1 method="wB97M-V/def2-TZVPD" de_lowest_kj_mol=440.0 orbital_gap_ev=10.452 lumo_ha=0.0235 largest_force_ha_per_bohr=0.0882 e_homo_ev=-9.81 total_energy_ev=-10185.5362
O 1.01 -1.49 0.04 -0.4633
O 0.55 1.58 -0.47 -0.1912
O 1.76 1.42 0.30 -0.0908
N 0.64 0.80 0.71 0.0024
N -1.04 -0.56 -0.19 -0.3175
C 0.21 -0.64 0.13 0.6377
H -1.49 -1.34 -0.47 0.2069
H -1.64 0.23 -0.04 0.2158



8
Properties=species:S:1:pos:R:3:mulliken_charge:R:1 method="wB97M-V/def2-TZVPD" de_lowest_kj_mol=112.0 orbital_gap_ev=10.728 lumo_ha=0.0177 largest_force_ha_per_bohr=0.1022 e_homo_ev=-10.25 total_energy_ev=-10188.9356
O 1.87 0.66 1.07 -0.3130
O -1.68 0.71 -0.57 -0.3855
O -1.82 -0.41 1.27 -0.3971
N 1.02 -0.62 -0.62 -0.4332
N -1.12 0.28 0.63 0.3643
C 1.60 -0.05 0.24 0.5511
H -0.84 0.99 -1.07 0.3886
H 0.97 -1.54 -0.95 0.2249



8
Properties=species:S:1:pos:R:3:mulliken_charge:R:1 method="wB97M-V/def2-TZVPD" de_lowest_kj_mol=560.5 orbital_gap_ev="8.652 / 9.778" lumo_ha="-0.0325 / -0.0008" largest_force_ha_per_bohr=0.1056 e_homo_ev="-9.54 / -9.80" total_energy_ev=-10184.2866
O 1.66 2.06 0.60 -0.4158
O 0.53 -1.36 -1.08 -0.1655
O 0.07 1.02 1.73 -0.4189
N 0.15 -0.10 -1.28 -0.3823
N 0.73 1.45 0.81 0.7963
C -0.70 -0.90 -0.51 0.1475
H -1.62 -1.41 -0.84 0.2402
H -0.84 -0.76 0.56 0.1986



9
Properties=species:S:1:pos:R:3:mulliken_charge:R:1 method="wB97M-V/def2-TZVPD" de_lowest_kj_mol=202.6 orbital_gap_ev=9.843 lumo_ha=-0.0340 largest_force_ha_per_bohr=0.0441 e_homo_ev=-10.77 total_energy_ev=-18066.2212
Si -0.16 1.25 0.90 0.5431
O -0.41 0.23 1.98 -0.4567
O -0.03 -1.87 -0.18 -0.2953
O 1.44 -0.20 -0.34 -0.2329
N 1.20 -1.35 -0.56 0.2175
N -1.67 1.10 -1.67 -0.3518
C -1.04 1.13 -0.71 0.2119
H 0.66 2.53 1.06 -0.0365
H 0.01 -2.83 -0.48 0.4008



9
Properties=species:S:1:pos:R:3:mulliken_charge:R:1 method="wB97M-V/def2-TZVPD" de_lowest_kj_mol=248.5 orbital_gap_ev="7.557 / 7.559" lumo_ha="-0.0584 / -0.0584" largest_force_ha_per_bohr=0.0740 e_homo_ev="-9.15 / -9.15" total_energy_ev=-18065.7457
Si -3.44 0.80 -0.80 0.0310
O -3.17 1.21 0.88 -0.0786
O -4.95 1.55 -0.12 -0.1997
O -1.02 -0.88 2.15 -0.5581
N -3.21 -2.18 -1.20 -0.3430
N -4.28 1.88 0.99 0.2625
C -3.37 -1.03 -1.04 0.3184
H -1.28 -1.77 2.35 0.2965
H -0.41 -0.90 2.83 0.2710



9
Properties=species:S:1:pos:R:3:mulliken_charge:R:1 method="wB97M-V/def2-TZVPD" de_lowest_kj_mol=131.1 orbital_gap_ev=11.861 lumo_ha=0.0184 largest_force_ha_per_bohr=0.0784 e_homo_ev=-11.36 total_energy_ev=-12235.2919
O 0.84 2.23 -3.26 -0.5099
O 1.00 -0.40 -2.11 -0.4158
O 1.43 3.60 -1.75 -0.5268
O 0.86 1.64 -1.13 -0.3485
N -0.06 0.00 -0.04 -0.3842
N 1.10 2.59 -2.17 1.0779
C 0.62 0.18 -1.19 0.5934
H 0.31 0.59 0.70 0.2607
H -0.50 -0.90 -0.04 0.2534



10
Properties=species:S:1:pos:R:3:mulliken_charge:R:1 method="wB97M-V/def2-TZVPD" de_lowest_kj_mol=22.5 orbital_gap_ev="7.042 / 5.931" lumo_ha="-0.0422 / -0.0670" largest_force_ha_per_bohr=0.0840 e_homo_ev="-8.19 / -7.75" total_energy_ev=-43250.1932
P 2.65 -1.05 1.62 0.0494
P 1.64 -0.08 -1.09 0.3629
P -0.01 -2.02 0.63 0.3029
P 3.69 -2.23 0.10 -0.0217
O 1.57 -0.95 -2.26 -0.5297
N 1.28 -2.10 1.53 -0.2756
N 2.78 -0.85 -0.07 0.1749
C 0.07 -0.18 -0.05 -0.8263
H -0.13 0.59 0.65 0.4597
H -0.58 -0.28 -1.01 0.3035



7
Properties=species:S:1:pos:R:3:mulliken_charge:R:1 method="wB97M-V/def2-TZVPD" de_lowest_kj_mol=194.3 orbital_gap_ev=10.838 lumo_ha=-0.0104 largest_force_ha_per_bohr=0.1866 e_homo_ev=-11.12 total_energy_ev=-16928.3021
S 0.31 -0.33 0.23 0.5670
O 0.20 -1.73 -0.07 -0.5102
N -2.48 0.79 -0.06 -0.3536
N 1.30 0.60 -0.43 -0.5393
C -1.34 0.33 0.17 0.3661
H 1.44 0.49 -1.42 0.2738
H 0.56 -0.15 1.58 0.1962



8
Properties=species:S:1:pos:R:3:mulliken_charge:R:1 method="wB97M-V/def2-TZVPD" de_lowest_kj_mol=164.6 orbital_gap_ev=9.671 lumo_ha=-0.0124 largest_force_ha_per_bohr=0.0802 e_homo_ev=-10.01 total_energy_ev=-27764.5827
S 1.64 -1.74 -0.67 -0.2515
S 0.46 -0.35 0.18 0.6546
O 0.67 -0.13 1.57 -0.5082
N 1.05 2.30 -0.71 -0.2975
N -1.23 -0.65 0.03 -0.4857
C 0.65 1.23 -0.55 0.3066
H -1.80 -0.43 -0.78 0.2775
H -1.44 -0.23 0.94 0.3042